[1]
Computed, not measured: C25H28N4O2PdS2Si as an isolated structure, with wB97M-V/def2-TZVPD.

The geometry in XYZ format:
```
63
Properties=species:S:1:pos:R:3:lowdin_spin:R:1
Pd -0.01769 -0.05808 -0.18367 1.364
O 3.72440 -2.26139 5.45106 0.000
C 2.65251 -3.04954 4.99927 0.000
C 2.01273 -2.37801 3.82213 -0.002
C 0.91084 -2.94531 3.19132 0.003
C 0.36358 -2.29585 2.10280 0.006
N 0.84799 -1.14682 1.63670 0.097
C 1.90448 -0.57923 2.23524 0.006
C 2.50669 -1.17533 3.33266 0.004
C 2.35766 0.71511 1.67366 0.006
C 3.42212 1.43987 2.18482 0.002
C 3.76045 2.66845 1.62801 -0.001
C 4.90097 3.46488 2.22446 0.000
O 4.60274 3.81995 3.56010 0.000
C 2.99574 3.14548 0.57192 0.003
C 1.95230 2.36595 0.10375 0.006
N 1.65394 1.18342 0.63083 0.082
H 4.15491 -2.69415 6.19349 0.000
H 1.89289 -3.18881 5.77800 0.000
H 2.98280 -4.04758 4.68638 0.000
H 0.48371 -3.87711 3.53844 0.001
H -0.49336 -2.70846 1.58463 0.000
H 3.35780 -0.73270 3.82832 0.001
H 3.99549 1.07547 3.02654 0.001
H 5.12630 4.33223 1.60093 0.000
H 5.79302 2.83837 2.26361 0.000
H 4.12891 4.65603 3.58609 0.000
H 3.20162 4.10589 0.11823 0.000
H 1.32774 2.70320 -0.71378 0.001
S 0.07621 -2.12844 -1.51829 0.788
C 0.58268 -1.07699 -2.79502 0.054
C 0.93825 -1.52020 -4.06782 0.100
C 1.39502 -0.58042 -4.97867 -0.012
C 1.47827 0.74872 -4.59414 0.101
C 1.08526 1.10688 -3.30415 0.025
N 0.64470 0.21806 -2.43066 0.128
H 0.86540 -2.57004 -4.31603 0.005
H 1.68471 -0.88381 -5.97561 -0.002
H 1.83077 1.50756 -5.27815 0.005
H 1.11125 2.13894 -2.97950 0.001
C -5.54238 1.21341 -1.29922 0.007
Si -5.39396 1.95364 0.41576 0.010
C -5.66518 3.81166 0.35868 0.005
C -6.53112 1.02503 1.60229 0.006
C -3.67084 1.76014 1.27097 0.114
C -3.54199 2.29813 2.55619 -0.010
C -2.35463 2.22296 3.25900 0.106
C -1.26771 1.57649 2.66503 0.035
N -1.35271 1.05156 1.46411 0.119
C -2.50926 1.14132 0.76992 0.066
S -2.35189 0.41626 -0.79371 0.763
H -6.55834 1.38173 -1.66428 0.000
H -5.37022 0.13664 -1.30642 0.003
H -4.86186 1.67715 -2.01462 0.002
H -6.65461 4.03587 -0.04376 0.001
H -4.92737 4.28661 -0.29103 0.000
H -5.59530 4.27332 1.34470 0.000
H -7.56233 1.10758 1.25399 0.001
H -6.48205 1.42490 2.61590 0.000
H -6.26576 -0.03274 1.63323 0.000
H -4.39895 2.78572 3.00666 -0.002
H -2.26215 2.64573 4.24964 0.005
H -0.31708 1.46986 3.17583 0.001
```

Values from the calculation:
Gap between HOMO and LUMO (alpha / beta) (eV): 8.9808 / 5.9269
Charge: +2
Multiplicity: 5
Highest occupied orbital energy (alpha / beta) (hartree): -0.53003 / -0.53384

---

[2]
Computed, not measured: one molecule with the formula C10H16OS at a distorted geometry, with wB97M-V/def2-TZVPD.

The geometry in XYZ format:
```
28
Properties=species:S:1:pos:R:3:nbo_charge:R:1
C 3.00602 -2.01909 0.32774 -0.240
C 2.25754 -0.82075 0.01278 -0.222
C 2.21321 -3.08964 0.18224 -0.151
C 0.99145 -1.16124 -0.28395 -0.227
C -1.03898 3.05443 -1.56983 -0.615
C 0.83924 -2.65291 -0.21464 -0.313
C -0.24295 -3.10516 0.77084 -0.593
C -1.58240 1.33382 0.92094 -0.630
C 0.05603 2.57431 -0.61501 -0.409
C -0.26524 1.30480 0.17830 -0.365
O -1.55662 -0.86969 -0.82847 -0.991
S -0.28864 -0.15661 -1.03201 1.259
H 4.04193 -2.01365 0.61682 0.217
H 2.68095 0.16822 0.02510 0.215
H 2.46775 -4.11987 0.34864 0.214
H -1.92426 3.36680 -1.02159 0.207
H -0.67762 3.90234 -2.14434 0.215
H 0.57193 -3.02964 -1.20824 0.251
H -0.36687 -4.18776 0.72034 0.207
H -1.18613 -2.62877 0.51585 0.252
H 0.03820 -2.82581 1.78588 0.205
H -1.69409 0.43401 1.52211 0.230
H -1.63232 2.20104 1.57713 0.215
H -2.41209 1.36963 0.21864 0.227
H 0.27808 3.37203 0.09920 0.207
H -1.31638 2.25948 -2.25732 0.210
H 0.96704 2.38726 -1.19010 0.203
H 0.55740 1.10752 0.86783 0.222
```

Values from the calculation:
Gap between HOMO and LUMO (eV): 8.8758
Energy above the lowest of the compared OMol25 structures with the same formula, charge and spin (eV): 1.751
Multiplicity: 1
Highest occupied orbital energy (hartree): -0.30308

---

[3]
Computed, not measured: a 2-piece molecular cluster, C22H23N3O10S overall at a distorted geometry, with wB97M-V/def2-TZVPD.

The geometry in XYZ format:
```
59
Properties=species:S:1:pos:R:3:nbo_charge:R:1
O 5.88702 -1.68206 0.86370 -0.544
C 4.77620 -2.08058 1.16731 0.770
O 4.44852 -3.38531 1.38063 -0.659
C 3.63653 -1.05850 1.23393 -0.354
N 2.37100 -1.61395 0.68634 -0.863
S 1.10607 -0.49379 0.55778 2.265
O 0.11326 -0.89283 1.56291 -0.932
O 1.66082 0.85726 0.66810 -0.905
C 0.58534 -0.94400 -1.09444 -0.425
C 1.03343 -0.20488 -2.19570 -0.116
C 0.70423 -0.60560 -3.50115 -0.091
C -0.08902 -1.75864 -3.69533 -0.104
C -0.55892 -2.45506 -2.56552 -0.209
C -0.23769 -2.04652 -1.27584 0.354
O -0.72258 -2.75275 -0.21408 -0.666
C -0.41413 -2.22057 -5.06453 0.597
O -1.07816 -3.24241 -5.22820 -0.521
C 0.09508 -1.46718 -6.23155 -0.172
C -0.17963 -1.89780 -7.54423 -0.148
C 0.30362 -1.18848 -8.64647 -0.192
C 1.06615 -0.03642 -8.45359 -0.185
C 1.34919 0.40339 -7.15856 -0.178
C 0.87435 -0.30171 -6.03586 -0.050
C 1.19177 0.15903 -4.66646 0.497
O 1.89022 1.15450 -4.49297 -0.521
H 3.49258 -3.41429 1.55211 0.497
H 3.49663 -0.75351 2.27685 0.238
H 3.95228 -0.17231 0.66993 0.241
H 2.50824 -1.95338 -0.26205 0.400
H 1.65107 0.68197 -2.04048 0.270
H -1.18869 -3.33285 -2.68047 0.260
H -0.70730 -2.19545 0.59795 0.519
H -0.77438 -2.79305 -7.71285 0.240
H 0.08365 -1.53265 -9.65325 0.224
H 1.44121 0.51882 -9.30895 0.224
H 1.94798 1.30184 -7.02447 0.243
C -2.98626 -0.13987 4.86250 -0.407
N -2.91877 0.20368 3.44172 -0.608
C -2.17712 1.13655 2.82742 0.680
O -2.22582 1.20334 1.60453 -0.629
C -1.28462 2.13587 3.59701 -0.160
C 0.08106 1.49919 3.87994 -0.061
O 0.88815 2.35837 4.66806 -0.726
N -1.83739 2.66016 4.85575 -0.619
C -2.97751 3.33770 4.96420 0.669
C -3.29505 3.90553 6.32789 -0.707
O -3.75196 3.50733 4.03501 -0.625
H -1.99836 -0.08576 5.31989 0.195
H -3.66181 0.54602 5.37617 0.197
H -3.36638 -1.15627 4.97702 0.210
H -3.49873 -0.32755 2.81111 0.408
H -1.12435 2.98076 2.92727 0.228
H 0.58651 1.29931 2.93831 0.205
H -0.05646 0.55827 4.41254 0.174
H 1.24466 3.04326 4.09315 0.475
H -1.23657 2.60400 5.66351 0.408
H -4.25279 4.42249 6.27835 0.245
H -2.51581 4.60934 6.61346 0.225
H -3.35053 3.09798 7.05465 0.220
```

Values from the calculation:
Gap between HOMO and LUMO (eV): 7.8237
Energy above the lowest of the compared OMol25 structures with the same formula, charge and spin (eV): 0.000
SMILES string: O=C(O)CNS(=O)(=O)c1cc2c(cc1O)C(=O)c1ccccc1C2=O.CNC(=O)[C@H](CO)NC(C)=O
Multiplicity: 1
Highest occupied orbital energy (hartree): -0.34703

---

[4]
Computed, not measured: one molecule with the formula C20H21N3O6 at a distorted geometry, with wB97M-V/def2-TZVPD.

The geometry in XYZ format:
```
50
Properties=species:S:1:pos:R:3:nbo_charge:R:1
C 1.99576 0.79951 2.30297 -0.653
C 1.99823 -0.35155 1.35505 0.130
C 0.78922 -0.91135 0.95522 -0.240
C 0.73122 -1.97836 0.06955 -0.088
C -0.57334 -2.51443 -0.42550 0.666
O -0.75683 -2.80822 -1.58775 -0.611
N -1.52204 -2.66592 0.53081 -0.598
C -2.86548 -3.05656 0.19979 -0.340
C -3.87153 -1.92309 0.34195 0.787
O -5.06044 -2.06801 0.33659 -0.572
O -3.25466 -0.74155 0.47616 -0.522
C -4.10220 0.39497 0.62777 -0.168
C -3.28811 1.66690 0.86707 0.654
O -3.79740 2.64591 1.36448 -0.614
N -2.00070 1.58866 0.48848 -0.625
C -1.11825 2.73259 0.52254 -0.216
C -0.61513 3.09782 -0.88048 -0.429
C 0.33113 2.05419 -1.40545 -0.035
C 1.69394 2.15710 -1.15493 -0.225
C 2.57285 1.19904 -1.62680 -0.207
C 2.09805 0.11727 -2.34863 -0.221
C 0.74085 -0.00550 -2.59065 -0.213
C -0.13490 0.95836 -2.12189 -0.197
C 1.90820 -2.53029 -0.42849 -0.181
C 3.11947 -2.01530 -0.02654 -0.170
C 3.16668 -0.92875 0.84344 -0.005
N 4.47799 -0.42448 1.16824 0.525
O 4.57891 0.71613 1.56598 -0.377
O 5.41519 -1.17762 1.00771 -0.376
H 1.00570 0.93773 2.73108 0.210
H 2.71365 0.65363 3.10771 0.239
H 2.29103 1.70930 1.78234 0.244
H -0.12524 -0.47478 1.33154 0.217
H -1.33005 -2.38657 1.47916 0.405
H -2.85567 -3.37098 -0.85105 0.274
H -3.20354 -3.89917 0.81026 0.233
H -4.78967 0.24415 1.46632 0.226
H -4.71108 0.52781 -0.27473 0.218
H -1.67476 0.76599 0.00261 0.413
H -0.26441 2.51814 1.17338 0.190
H -1.69546 3.55600 0.94890 0.242
H -0.10615 4.06055 -0.82013 0.221
H -1.47305 3.20372 -1.54660 0.218
H 2.07163 3.00600 -0.60258 0.212
H 3.63144 1.30569 -1.43927 0.218
H 2.78407 -0.62452 -2.72885 0.216
H 0.36185 -0.85270 -3.14098 0.233
H -1.19031 0.86853 -2.34066 0.204
H 1.85337 -3.35008 -1.12662 0.239
H 4.04997 -2.42592 -0.38854 0.251
```

Values from the calculation:
Gap between HOMO and LUMO (eV): 8.5306
Energy above the lowest of the compared OMol25 structures with the same formula, charge and spin (eV): 3.931
SMILES string: Cc1cc(C(=O)NCC(=O)OCC(=O)NCCc2ccccc2)ccc1[N+](=O)[O-]
Multiplicity: 1
Highest occupied orbital energy (hartree): -0.34406

---

[5]
Computed, not measured: C4ClF9NO4S2 as an isolated structure, with wB97M-V/def2-TZVPD.

The geometry in XYZ format:
```
21
Properties=species:S:1:pos:R:3:nbo_charge:R:1
O -2.41100 2.13863 3.16886 -0.926
S -2.24764 1.98969 1.75923 2.290
O -3.18526 2.58921 0.86289 -0.928
Cl -0.48093 3.01767 1.36846 -0.323
N -1.92673 0.48386 1.45013 -1.232
S -1.79774 -0.08198 -0.01116 2.295
O -1.29980 0.83768 -0.99217 -0.941
O -2.87116 -0.97106 -0.34330 -0.928
C -0.41231 -1.30513 0.25391 0.373
F -0.36981 -2.09721 -0.83742 -0.325
F -0.72993 -2.06994 1.31664 -0.311
C 1.03438 -0.81245 0.50668 0.578
F 1.77258 -1.91285 0.77068 -0.313
F 1.04481 -0.03262 1.59286 -0.291
C 1.80781 -0.02333 -0.59953 0.558
F 3.09223 0.05137 -0.16785 -0.312
F 1.32535 1.21710 -0.69329 -0.278
C 1.87768 -0.62802 -2.02785 0.925
F 2.76561 0.07691 -2.74349 -0.313
F 2.29982 -1.89380 -1.98450 -0.310
F 0.71205 -0.57375 -2.64980 -0.287
```

Values from the calculation:
Gap between HOMO and LUMO (eV): 10.0719
Charge: -1
Multiplicity: 1
Highest occupied orbital energy (hartree): -0.25376

---

[6]
Computed, not measured: a 5-piece molecular cluster, C2H14O5 overall at a distorted geometry, with wB97M-V/def2-TZVPD.

The geometry in XYZ format:
```
21
Properties=species:S:1:pos:R:3:nbo_charge:R:1
C 2.53219 -0.30831 -0.80247 -0.636
C 1.87225 -0.75012 0.47700 -0.076
O 1.69822 0.34072 1.41491 -0.758
H 2.02484 0.50957 -1.30604 0.210
H 2.66858 -1.16363 -1.46624 0.223
H 3.57895 0.00096 -0.68760 0.202
H 0.85771 -1.05997 0.24034 0.198
H 2.42631 -1.55320 0.95849 0.174
H 2.52655 0.43471 1.89401 0.483
O -0.96119 0.87072 1.37993 -0.988
H 0.01470 0.88005 1.35914 0.513
H -1.39042 1.36026 0.66784 0.505
O -1.55290 -0.68540 -1.65282 -1.000
H -2.11792 -0.89838 -2.40874 0.469
H -1.80629 -1.26243 -0.90203 0.500
O -1.75708 -1.57624 0.83934 -0.990
H -1.37597 -0.68083 1.07196 0.500
H -2.67959 -1.45231 1.10332 0.468
O -1.21151 2.01066 -1.47556 -0.941
H -0.77057 2.86860 -1.42491 0.462
H -0.50668 1.36678 -1.33436 0.483
```

Values from the calculation:
Gap between HOMO and LUMO (eV): 11.2688
Energy above the lowest of the compared OMol25 structures with the same formula, charge and spin (eV): 0.438
SMILES string: CCO.O.O.O.O
Multiplicity: 1
Highest occupied orbital energy (hartree): -0.39204

---

[7]
Computed, not measured: a 3-piece molecular cluster, CH3N3O2 overall at a distorted geometry, with wB97M-V/def2-TZVPD.

The geometry in XYZ format:
```
9
Properties=species:S:1:pos:R:3:nbo_charge:R:1
N 1.39407 -0.46930 1.00092 -0.773
C 2.52640 -0.53711 0.73905 0.847
O 3.58361 -0.31120 0.38990 -0.496
H 0.71993 -1.15253 1.20293 0.423
N -3.66450 -0.15423 -0.41569 -0.038
N -2.74619 -0.15198 0.18561 0.024
O -0.81802 0.68091 -0.84913 -0.940
H 0.07632 0.78725 -0.67294 0.477
H -1.07162 1.30819 -1.58065 0.475
```

Values from the calculation:
Gap between HOMO and LUMO (eV): 11.9193
Energy above the lowest of the compared OMol25 structures with the same formula, charge and spin (eV): 0.176
SMILES string: N=C=O.N#N.O
Multiplicity: 1
Highest occupied orbital energy (hartree): -0.41778

---

[8]
Computed, not measured: a 2-piece molecular cluster, C6H11NO overall, with wB97M-V/def2-TZVPD.

The geometry in XYZ format:
```
19
Properties=species:S:1:pos:R:3:nbo_charge:R:1
C -2.08336 0.55279 -2.89408 -0.426
C -2.09148 0.21022 -1.61749 -0.044
N -1.17556 -0.66831 -0.99605 -0.451
C -0.87896 -1.74889 -1.58196 -0.019
H -1.32785 0.17010 -3.56855 0.195
H -2.78159 1.26350 -3.31111 0.213
H -2.79431 0.65487 -0.92412 0.204
H -0.14915 -2.40352 -1.12153 0.182
H -1.35043 -2.03319 -2.52418 0.159
C 2.98951 0.15511 2.38230 -0.394
C 1.77684 0.67106 2.47072 -0.178
C 0.79990 0.63455 1.33851 -0.097
O -0.42727 0.08503 1.78578 -0.744
H 3.71085 0.20299 3.19146 0.195
H 3.34281 -0.35166 1.49330 0.184
H 1.46072 1.16893 3.38177 0.201
H 0.63684 1.65206 0.96180 0.162
H 1.23063 0.04597 0.52424 0.162
H -0.88812 -0.26164 1.00918 0.493
```

Values from the calculation:
Gap between HOMO and LUMO (eV): 10.0769
Energy above the lowest of the compared OMol25 structures with the same formula, charge and spin (eV): 2.935
SMILES string: C=CN=C.C=CCO
Multiplicity: 1
Highest occupied orbital energy (hartree): -0.35201